Here is C35H48AgBr2N6O3P as an isolated structure from OMol25. Energies are from ωB97M-V/def2-TZVPD.

XYZ file:
```
96
Properties=species:S:1:pos:R:3:nbo_charge:R:1
Ag 0.25445 1.42107 -0.18043 0.86
Br -5.93681 -1.13876 -1.79066 0.10
Br -4.69130 3.70957 4.26005 0.09
P 0.71660 -1.25569 0.58528 0.84
O -0.49431 6.62238 -4.41772 -0.62
O 4.16400 2.86681 -1.63008 -0.71
O 2.39233 2.10572 -0.47247 -0.84
N 0.97885 2.07803 -2.91858 -0.69
N -1.36897 1.83462 1.60509 -0.46
N -1.95736 1.14092 -0.98990 -0.46
N 1.19787 5.18784 -4.00110 -0.83
N 2.22473 2.71395 -2.72994 -0.59
N -0.60696 4.15025 -0.35447 -0.45
C -1.06331 2.44855 2.74085 0.08
C 2.42467 -1.20054 -1.63057 -0.42
C 4.34303 -2.17464 2.39861 -0.40
C -2.38137 -4.08413 1.46878 -0.39
C -2.18443 5.92585 -0.65470 -0.27
C -3.33477 -0.17472 -2.44495 -0.28
C 2.99451 2.51583 -1.50190 0.87
C -2.64556 1.79815 1.21927 0.18
C -2.17288 0.51266 -2.14233 0.07
C 2.77403 -3.07706 -3.31712 -0.40
C -1.65346 -1.52671 2.12868 -0.42
C -3.32996 2.96127 3.17995 -0.03
C -3.49558 -3.05928 1.27438 -0.41
C -1.06363 -3.59263 0.83807 -0.40
C -4.33215 -0.18623 -1.48550 -0.03
C -0.53141 5.51116 -2.32476 -0.20
C -2.92990 1.12540 -0.07373 0.18
C -0.05456 4.48912 -1.51519 0.05
C -2.00539 3.03363 3.57317 -0.28
C -0.95411 -2.05773 0.86879 -0.51
C 1.18944 -1.93990 -1.09494 -0.50
C 1.35832 -3.47337 -1.27373 -0.42
C 2.58338 -2.39038 4.17454 -0.40
C -3.16987 -1.78626 2.07005 -0.39
C -1.64612 4.86674 0.06360 0.04
C -3.66696 2.34922 1.98744 -0.27
C 1.93166 -2.08967 1.72403 -0.52
C -1.62309 6.24505 -1.87891 -0.11
C 1.42297 -2.22586 3.17195 -0.39
C 3.77798 -3.07310 3.51399 -0.40
C 2.65360 -3.84223 -2.00067 -0.40
C 3.24615 -1.29709 1.77829 -0.40
C 2.66689 -1.54746 -3.09986 -0.40
C -4.14516 0.48176 -0.29233 -0.27
C 0.05555 5.83395 -3.66770 0.65
H -2.24932 -4.25185 2.54197 0.19
H 4.79705 -2.79819 1.62385 0.20
H -3.55363 -1.88630 3.08818 0.20
H 3.56117 -0.93219 0.80351 0.23
H 1.97441 -3.41433 -3.98218 0.19
H -1.45783 -0.46134 2.24863 0.23
H 2.24231 -2.95943 5.04112 0.21
H -0.01169 2.46376 3.00413 0.22
H -2.65964 -5.04416 1.03046 0.21
H -1.51227 -1.65924 0.00770 0.21
H -2.01115 7.04161 -2.49973 0.24
H 0.52212 -3.85793 -1.86369 0.20
H -4.92053 0.47048 0.46008 0.24
H 0.75350 -3.08469 3.25002 0.20
H -1.36435 0.55519 -2.86106 0.21
H -2.06790 4.59145 1.02543 0.18
H 2.66601 -4.91751 -2.19099 0.21
H 0.85150 -1.33200 3.43642 0.20
H 4.54984 -3.29362 4.25287 0.21
H 3.57516 -1.04684 -3.44003 0.22
H -3.59276 -2.82781 0.20837 0.19
H -1.01723 -3.93457 -0.19561 0.21
H 0.39108 2.70535 -3.45698 0.36
H 3.51422 -3.62580 -1.36302 0.20
H 3.45399 -4.03222 3.09992 0.19
H -3.67997 -0.93130 1.62010 0.19
H 1.61755 5.43870 -4.87956 0.40
H 1.84277 -1.15839 -3.70843 0.18
H -3.02550 6.48235 -0.26365 0.22
H -1.24479 -2.02740 3.00399 0.21
H 2.90082 -1.41187 4.54318 0.20
H 0.80972 3.90092 -1.79744 0.23
H 3.31088 -1.48776 -1.06532 0.20
H -1.71587 3.52547 4.49006 0.24
H 0.33966 -1.61234 -1.71197 0.21
H 1.08617 1.21233 -3.43722 0.35
H 2.83928 2.67719 -3.53145 0.37
H -0.22462 -4.04956 1.36813 0.20
H 3.07774 -0.40527 2.38749 0.21
H 1.33342 -3.99695 -0.31928 0.21
H 1.68380 4.53961 -3.39901 0.42
H 3.71649 -3.33148 -3.80408 0.21
H -4.45382 -3.46930 1.59776 0.21
H 5.13478 -1.53563 2.79519 0.21
H 2.31140 -0.12660 -1.48336 0.25
H 2.14268 -3.08483 1.31974 0.21
H -4.69520 2.33132 1.65576 0.24
H -3.45306 -0.68313 -3.39062 0.24
```

Orbital gap (Eh): 0.258
HOMO energy (eV): -7.812
Largest force on an atom (eV/A): 0.6